DFT (ωB97M-V with the def2-TZVPD basis set) results for a single C4H6 molecule at a distorted geometry.

Last column: Mulliken charge in e.
Atoms and positions in Å:
1 C -1.28 1.30 0.55  -0.59
2 C -0.81 0.08 0.46  -0.21
3 C 0.86 -0.31 -0.11  -0.19
4 C 1.32 -1.15 -0.97  -0.49
5 H -2.34 1.24 0.71  0.25
6 H -0.75 2.25 0.73  0.27
7 H -1.50 -0.79 0.75  0.25
8 H 1.42 0.28 0.71  0.20
9 H 2.39 -1.33 -1.19  0.23
10 H 0.68 -1.58 -1.63  0.29

Results
highest occupied orbital energy = -9.53 eV
SMILES string = C=CC=C
relative energy (zero: lowest compared OMol25 entry of this formula, charge and spin) = 206.2 kJ/mol
LUMO energy = 1.3 eV
total charge = 0
frontier orbital gap = 0.3968 hartree



DFT (ωB97M-V with the def2-TZVPD basis set) results for a molecular structure, C4H6 at a distorted geometry.

Last column: Mulliken charge in e.
Atoms and positions in Å:
1 C -1.40 0.42 -0.61  -0.47
2 C 0.77 -0.36 -0.28  -0.39
3 C -1.05 -0.38 0.28  -0.24
4 C 1.69 0.19 0.51  -0.53
5 H -1.28 0.93 -1.55  0.34
6 H 1.05 -0.93 -1.17  0.31
7 H 1.42 0.75 1.40  0.24
8 H -1.19 -0.86 1.23  0.39
9 H -2.77 0.19 -0.17  0.09
10 H 2.76 0.03 0.36  0.26

Results
highest occupied orbital energy = -8.36 eV
relative energy (zero: lowest compared OMol25 entry of this formula, charge and spin) = 460.1 kJ/mol
LUMO energy = 1.1 eV
total charge = 0
frontier orbital gap = 0.3495 hartree